# 1
Computed, not measured: a molecular structure, C4H8O2 at a distorted geometry, with ωB97M-V with the def2-TZVPD basis set.

Output
highest occupied orbital energy (spin up / spin down): -7.63 / -7.70 eV
relative energy (zero: lowest compared OMol25 entry of this formula, charge and spin): 592.4 kJ/mol
spin multiplicity: 1
total energy: -307.4868 Eh
E_LUMO (spin up / spin down): 0.5 / 0.0 eV
maximum force: 1.077 eV/A

Geometry as XYZ:
```
14
C4H8O2 ωB97M-V with the def2-TZVPD basis set
C -1.647 0.444 -0.445
O -0.839 -0.188 -1.225
C 0.471 -0.063 -1.265
C 1.220 0.625 -0.165
C 1.264 -0.733 0.497
O 0.410 -1.211 1.227
H -1.304 1.327 0.081
H -1.676 -0.457 2.144
H -2.693 0.206 -0.555
H 0.921 -0.514 -2.132
H 0.700 1.417 0.386
H 2.214 0.954 -0.476
H 2.125 -1.347 0.197
H -0.984 -0.721 2.067
```

For reference, the natural (NBO) charges in units of e are: C -0.048; O -0.345; C 0.054; C -0.561; C 0.376; O -0.583; H 0.157; H -0.100; H 0.180; H 0.201; H 0.236; H 0.239; H 0.122; H 0.071

***

# 2
Computed, not measured: a molecular structure, C49H47Co2F3N3O6 at a distorted geometry, with ωB97M-V with the def2-TZVPD basis set.

Output
highest occupied orbital energy: -3.27 eV
relative energy (zero: lowest compared OMol25 entry of this formula, charge and spin): 85.3 kJ/mol
spin multiplicity: 1
total charge: -1
total energy: -5576.1559 Eh
E_LUMO: 1.7 eV
maximum force: 4.278 eV/A

Geometry as XYZ:
```
110
C49H47Co2F3N3O6 ωB97M-V with the def2-TZVPD basis set
C 4.304 1.270 -4.197
C 3.831 2.442 -3.337
C 3.781 3.753 -4.127
C 4.684 2.612 -2.077
C 5.999 3.048 -2.220
C 6.760 3.399 -1.107
C 6.202 3.324 0.169
C 4.895 2.864 0.341
C 4.229 2.900 1.711
C 4.724 4.078 2.560
C 4.393 1.574 2.449
C 4.174 2.407 -0.785
N 2.778 2.046 -0.653
N 1.889 3.010 -1.000
N 0.674 2.482 -0.715
C -0.453 3.376 -0.693
C -0.958 3.839 -1.919
C -0.271 3.531 -3.251
C 0.028 4.807 -4.045
C -1.093 2.557 -4.096
C -2.135 4.588 -1.911
C -2.745 4.930 -0.707
C -2.132 4.613 0.503
C -0.960 3.858 0.530
C -0.254 3.590 1.859
C -0.891 2.412 2.599
C -0.210 4.831 2.763
C 0.783 1.143 -0.352
C -0.351 0.279 -0.143
C -0.197 -0.932 0.585
C -1.224 -1.862 0.672
C -2.475 -1.556 0.159
C -3.615 -2.520 0.301
F -4.789 -1.867 0.578
F -3.820 -3.245 -0.844
F -3.402 -3.417 1.310
C -2.693 -0.361 -0.517
C -1.652 0.543 -0.678
C 2.138 0.829 -0.300
C 2.791 -0.369 -0.036
H 4.253 0.344 -3.612
H 3.663 1.157 -5.081
H 5.342 1.422 -4.525
H 2.809 2.229 -3.003
H 3.410 4.563 -3.484
H 4.780 4.034 -4.487
H 3.106 3.664 -4.988
H 6.391 3.175 -3.232
H 7.776 3.777 -1.241
H 6.766 3.686 1.033
H 3.153 3.059 1.534
H 4.660 5.014 1.991
H 4.105 4.181 3.460
H 5.765 3.930 2.874
H 3.972 0.753 1.857
H 5.460 1.375 2.623
H 3.882 1.613 3.420
H 0.689 3.064 -2.993
H 0.614 5.504 -3.435
H 0.603 4.565 -4.949
H -0.904 5.302 -4.346
H -1.254 1.614 -3.559
H -2.074 2.993 -4.329
H -0.576 2.337 -5.040
H -2.566 4.903 -2.865
H -3.679 5.491 -0.715
H -2.564 4.961 1.444
H 0.786 3.319 1.615
H -0.991 1.540 1.942
H -0.271 2.124 3.458
H -1.894 2.685 2.958
H 0.169 5.698 2.211
H -1.208 5.069 3.154
H 0.461 4.646 3.611
H 0.767 -1.132 1.062
H -1.051 -2.837 1.119
H -3.670 -0.151 -0.947
H -1.836 1.458 -1.248
H 2.237 -1.280 -0.202
H 3.870 -0.382 0.067
O -1.180 -3.289 4.329
C -0.451 -3.792 3.583
Co 0.713 -4.583 2.528
C -0.170 -5.108 1.069
O -0.763 -5.533 0.170
C 2.011 -3.486 2.131
O 2.813 -2.698 1.839
C 1.545 -5.743 3.827
C 1.619 -5.432 5.251
C 2.401 -4.363 5.744
C 2.526 -4.166 7.122
C 1.814 -4.967 8.025
C 0.995 -5.989 7.532
C 0.889 -6.217 6.158
C 0.829 -6.752 3.097
C -0.351 -7.403 2.993
Co 2.476 -6.578 2.538
C 3.876 -5.501 2.391
O 4.836 -4.865 2.299
C 2.032 -7.051 0.909
O 1.820 -7.386 -0.175
C 3.293 -8.134 2.898
O 3.923 -9.097 3.016
H 2.895 -3.688 5.037
H 3.186 -3.384 7.500
H 1.894 -4.802 9.102
H 0.434 -6.635 8.206
H 0.216 -6.985 5.764
H -0.386 -8.334 2.426
H -1.246 -7.072 3.527
```

Löwdin atomic charge list, values in e, 99 entries: C -0.057; C -0.379; C -0.067; C -0.125; C -0.041; C -0.061; C -0.033; C -0.117; C -0.374; C -0.080; C -0.046; C -0.073; N -0.018; N 0.158; N 0.006; C -0.103; C -0.139; C -0.374; C -0.066; C -0.053; C -0.034; C -0.057; C -0.026; C -0.113; C -0.364; C -0.040; C -0.071; C -0.098; C -0.135; C 0.014; C 0.017; C -0.124; C -0.515; F 0.105; F 0.116; F 0.119; C -0.012; C -0.008; C -0.228; C -0.004; H 0.085; H 0.079; H 0.077; H 0.104; H 0.084; H 0.073; H 0.073; H 0.110; H 0.104; H 0.108; H 0.116; H 0.085; H 0.078; H 0.071; H 0.052; H 0.089; H 0.085; H 0.101; H 0.086; H 0.073; H 0.073; H 0.075; H 0.081; H 0.082; H 0.114; H 0.105; H 0.114; H 0.117; H 0.066; H 0.090; H 0.088; H 0.085; H 0.071; H 0.081; H 0.090; H 0.068; H 0.123; H 0.096; H 0.032; H 0.044; O 0.089; C -0.154; Co 0.035; C -0.168; O 0.101; C -0.187; O 0.056; C -0.329; C -0.218; C -0.031; C -0.102; C -0.120; C -0.101; C -0.026; C -0.419; C -0.036; Co 0.094; C -0.132; O 0.123

***

# 3
Computed, not measured: 2 unconnected molecules or ions with the total composition C3H9N4 at a distorted geometry, with ωB97M-V with the def2-TZVPD basis set.

Output
highest occupied orbital energy: -13.46 eV
relative energy (zero: lowest compared OMol25 entry of this formula, charge and spin): 437.4 kJ/mol
spin multiplicity: 1
total charge: +1
total energy: -338.3543 Eh
E_LUMO: -5.0 eV
maximum force: 3.318 eV/A

Geometry as XYZ:
```
16
C3H9N4 ωB97M-V with the def2-TZVPD basis set
C -3.621 -0.060 -0.144
C -3.282 1.052 0.399
C -0.478 -0.656 -0.435
N -2.777 -1.207 -0.150
N -1.575 -1.216 -0.089
N 0.405 -0.182 0.354
N 3.095 -0.412 -0.030
H -4.533 -0.346 -0.555
H -4.022 1.835 0.365
H -2.363 0.974 0.852
H -0.134 -0.888 -1.431
H 1.548 -0.186 0.078
H -0.057 0.069 1.274
H 3.770 0.333 -0.001
H 2.819 -0.873 -0.895
H 3.395 -1.111 0.620
```

For reference, the natural (NBO) charges in units of e are: C -0.096; C -0.300; C 0.271; N 0.028; N -0.100; N -0.726; N -1.054; H 0.234; H 0.255; H 0.191; H 0.225; H 0.454; H 0.407; H 0.418; H 0.394; H 0.399

***

# 4
Computed, not measured: C6H11N in the gas phase at a distorted geometry, with ωB97M-V with the def2-TZVPD basis set.

Output
highest occupied orbital energy: -9.01 eV
SMILES: C=N/C=C/CCC
relative energy (zero: lowest compared OMol25 entry of this formula, charge and spin): 196.7 kJ/mol
spin multiplicity: 1
total energy: -289.8968 Eh
E_LUMO: 0.4 eV
maximum force: 2.039 eV/A

Geometry as XYZ:
```
18
C6H11N ωB97M-V with the def2-TZVPD basis set
C -2.465 1.446 1.233
N -2.729 0.309 0.736
C -1.673 -0.565 0.447
C -0.363 -0.518 0.704
C 0.626 -1.333 -0.054
C 1.303 -0.528 -1.186
C 1.879 0.819 -0.719
H -1.409 1.697 1.368
H -3.200 2.238 1.229
H -1.951 -1.399 -0.199
H -0.008 -0.013 1.602
H 1.410 -1.783 0.554
H 0.084 -2.140 -0.557
H 2.050 -1.170 -1.656
H 0.523 -0.344 -1.930
H 2.412 1.368 -1.481
H 2.514 0.652 0.157
H 0.998 1.264 -0.248
```

For reference, the natural (NBO) charges in units of e are: C -0.040; N -0.416; C -0.050; C -0.202; C -0.434; C -0.372; C -0.618; H 0.139; H 0.179; H 0.182; H 0.199; H 0.206; H 0.210; H 0.199; H 0.194; H 0.219; H 0.197; H 0.208

***

# 5
Computed, not measured: a molecular structure, C29H32AsN3O3SZr at a distorted geometry, with ωB97M-V with the def2-TZVPD basis set.

Output
highest occupied orbital energy: -13.51 eV
relative energy (zero: lowest compared OMol25 entry of this formula, charge and spin): 43.2 kJ/mol
spin multiplicity: 1
total charge: +2
total energy: -4194.9791 Eh
E_LUMO: -6.5 eV
maximum force: 2.393 eV/A

Geometry as XYZ:
```
70
C29H32AsN3O3SZr ωB97M-V with the def2-TZVPD basis set
Zr 0.410 0.128 1.547
C 2.721 2.614 -0.283
C 1.854 2.473 0.931
C 0.478 2.769 0.903
C -0.299 2.718 2.066
C 0.282 2.337 3.269
C 1.647 2.042 3.308
C 2.417 2.103 2.156
H 3.060 3.651 -0.347
H 2.190 2.387 -1.201
H 3.600 1.976 -0.208
H 0.037 3.128 -0.014
H -1.338 3.008 2.032
H -0.310 2.302 4.171
H 2.115 1.788 4.249
H 3.480 1.909 2.206
S -2.047 -0.005 1.803
C -2.852 0.701 0.370
C -4.197 1.030 0.514
C -4.905 1.540 -0.564
C -4.278 1.711 -1.792
C -2.938 1.384 -1.934
C -2.213 0.900 -0.850
As -0.410 0.215 -1.078
C -0.931 -1.431 -1.948
C -1.386 -2.501 -1.182
C -1.888 -3.631 -1.813
C -1.936 -3.695 -3.199
C -1.495 -2.619 -3.954
C -0.994 -1.483 -3.333
C 0.348 1.324 -2.429
C 1.365 0.806 -3.224
C 1.968 1.620 -4.173
C 1.568 2.943 -4.320
C 0.560 3.459 -3.513
C -0.049 2.650 -2.562
H -4.687 0.875 1.468
H -5.953 1.790 -0.446
H -4.832 2.086 -2.643
H -2.469 1.493 -2.901
H -1.376 -2.461 -0.103
H -2.248 -4.462 -1.220
H -2.322 -4.578 -3.691
H -1.546 -2.655 -5.034
H -0.672 -0.653 -3.942
H 1.687 -0.219 -3.101
H 2.754 1.217 -4.800
H 2.037 3.571 -5.067
H 0.242 4.487 -3.627
H -0.847 3.057 -1.956
N 2.835 -1.967 -1.576
C 2.509 -2.656 -0.330
C 1.812 -1.691 0.570
O 2.279 -0.500 0.755
O 0.691 -1.939 1.127
H 3.147 -2.643 -2.263
H 3.598 -1.316 -1.434
H 3.375 -3.056 0.211
H 1.814 -3.468 -0.518
C 0.633 -3.088 6.149
N 0.915 -1.952 5.272
C 0.230 -1.667 4.180
N -0.793 -2.420 3.813
O 0.592 -0.633 3.481
H 1.325 -3.055 6.985
H 0.774 -4.033 5.624
H -0.380 -3.023 6.547
H 1.705 -1.357 5.462
H -1.099 -3.197 4.373
H -1.364 -2.142 3.027
```

For reference, the natural (NBO) charges in units of e are: Zr 1.867; C -0.648; C 0.009; C -0.277; C -0.191; C -0.228; C -0.180; C -0.172; H 0.262; H 0.250; H 0.238; H 0.268; H 0.274; H 0.269; H 0.258; H 0.254; S -0.253; C -0.154; C -0.207; C -0.164; C -0.209; C -0.137; C -0.379; As 0.907; C -0.230; C -0.241; C -0.201; C -0.167; C -0.194; C -0.238; C -0.386; C -0.164; C -0.214; C -0.176; C -0.188; C -0.235; H 0.235; H 0.240; H 0.238; H 0.220; H 0.220; H 0.228; H 0.234; H 0.234; H 0.225; H 0.235; H 0.235; H 0.240; H 0.237; H 0.224; N -0.826; C -0.331; C 0.844; O -0.747; O -0.701; H 0.390; H 0.374; H 0.227; H 0.244; C -0.439; N -0.550; C 0.822; N -0.765; O -0.797; H 0.252; H 0.220; H 0.220; H 0.428; H 0.428; H 0.442